Computed, not measured: 9 unconnected molecules or ions with the total composition C61H59BrCl2FN9O18S, with ωB97M-V/def2-TZVPD.

Summary:
M in g mol⁻¹: 1408.1
HOMO energy in eV: -8.8
Lowest unoccupied orbital energy in eV: -1.23
Electronic energy in Ha: -8198.4268
Total charge: 0

```
152
C61H59BrCl2FN9O18S, DFT ωB97M-V/def2-TZVPD
O -7.53 -3.02 -10.06
N -3.17 4.89 -3.45
H 1.79 6.68 -1.30
O -2.18 5.49 -3.01
C -3.34 4.84 -4.91
O 5.92 -5.82 0.93
C 0.18 1.12 3.33
H -5.45 4.10 -1.16
H -6.31 -4.14 -8.24
C -7.93 1.36 -11.21
O -6.38 3.61 -11.14
O 3.58 6.06 11.62
C 1.03 6.09 6.47
C 6.56 -3.74 0.12
C 1.30 4.80 5.99
C 7.37 -8.71 2.10
H 6.00 -12.17 0.97
H -0.14 5.31 9.57
H 8.08 -3.49 -1.42
H -0.02 6.26 -0.96
C -3.12 3.25 -0.02
N -6.55 3.05 -10.04
C 3.09 10.62 9.75
C 7.18 -11.09 2.45
H -9.64 -1.30 -9.93
C -7.19 -4.68 -7.90
H 6.21 0.12 -0.03
H 7.84 -1.03 -1.50
C 3.33 -10.05 4.19
C -8.45 0.07 -8.77
C 7.36 -3.00 -0.76
O -0.65 -9.06 3.67
H -10.54 -5.05 -8.52
H 7.75 -7.74 2.41
N 1.27 7.25 5.60
O 7.51 -5.74 -0.59
H -5.47 3.63 -7.27
C 0.29 2.85 0.33
H -9.18 -0.17 -12.09
O 4.68 7.29 13.06
C -8.75 0.22 -11.17
C 2.89 8.23 10.10
C 3.67 8.35 11.25
H -5.22 3.74 -4.82
H 2.50 7.27 9.77
C -8.20 -6.26 -6.37
H 5.50 -10.15 -0.35
H 1.42 5.69 0.27
N 6.67 -5.20 0.16
C -9.00 -0.42 -9.96
H 1.71 -8.64 4.21
C -3.65 4.70 -7.67
C 2.60 9.37 9.35
C -4.61 4.13 -6.84
H -1.51 5.93 -5.34
N -0.36 -10.25 3.51
H 1.83 5.71 -3.61
C -9.44 -6.07 -6.98
O 7.08 -13.38 2.82
C 1.05 -10.64 3.69
O 3.95 1.67 0.49
H 0.70 -12.73 3.20
C 7.23 -1.61 -0.81
H 5.02 -3.65 1.66
H 6.37 -7.94 0.36
C 4.16 9.60 11.66
C 5.64 -3.09 0.96
H 0.02 5.15 -3.36
C 2.77 -12.33 3.62
C 2.62 1.84 0.49
H -0.44 -0.56 1.90
C -0.71 3.80 1.22
H -1.72 4.95 -0.60
H 2.53 4.19 -1.55
H 0.87 2.23 -1.78
S -4.83 4.08 0.12
N 4.00 7.15 12.03
C 3.86 10.73 10.90
C 2.00 -9.67 4.04
Cl 2.36 -0.78 1.44
H 2.87 11.50 9.16
H -1.65 0.89 1.95
H -2.99 2.96 -1.17
H 0.32 3.02 8.72
C 0.37 3.20 -1.30
C -4.46 4.20 -5.45
C 1.04 3.70 6.81
C 3.72 -11.37 3.97
H -10.31 -6.62 -6.62
O -9.68 -3.44 -10.16
O -6.06 3.44 -8.97
H -7.75 1.84 -12.16
O 1.69 7.04 4.45
C -7.38 1.84 -10.02
O 1.04 8.37 6.07
H 0.31 7.27 8.14
H -6.11 -5.71 -6.34
C 6.31 -0.97 0.02
H -8.65 -0.44 -7.83
Cl -0.74 0.74 4.91
H -1.11 3.32 2.21
C -2.38 5.42 -5.74
C 0.22 1.19 0.56
N 7.50 -12.29 3.23
H 4.82 -1.19 1.55
C 0.53 3.88 8.09
H -2.51 5.22 1.09
C 6.60 -8.82 0.95
Br 1.91 -0.50 -1.51
H 1.70 4.64 4.99
H 1.99 9.30 8.44
C -8.44 -4.50 -8.51
F -0.68 0.63 -0.51
H 4.76 -11.65 4.07
H -1.79 5.79 -7.79
C 6.10 -10.07 0.55
C 1.15 4.79 -3.26
H 4.24 11.70 11.21
C 6.39 -11.21 1.30
O -1.17 -11.14 3.21
N -8.56 -3.59 -9.66
H -0.69 3.30 -1.80
H -7.20 1.56 -7.87
H 8.27 -9.74 3.76
H 3.08 -13.36 3.45
H -8.10 -6.95 -5.54
O 1.36 1.75 3.47
O -4.03 4.34 -2.75
C 1.68 0.48 0.25
C -2.54 5.35 -7.13
C -9.57 -5.19 -8.05
C 0.27 5.17 8.56
H 1.90 3.58 1.63
H -0.08 4.76 1.55
H 1.25 2.69 6.44
C 1.43 -11.97 3.48
H 4.08 -9.30 4.46
C 1.07 5.84 -0.84
O 8.18 -12.15 4.26
C -0.49 0.62 1.92
C -7.63 1.20 -8.80
C -7.08 -5.56 -6.82
C 5.53 -1.70 0.91
C 1.38 4.45 -1.64
C 0.52 6.28 7.76
H -3.08 2.25 0.60
H -3.76 4.64 -8.76
C 7.66 -9.84 2.86
C -2.01 4.38 0.40
H 4.76 9.70 12.56
H 1.26 3.85 -3.95
N 1.76 3.08 0.72
```